(1)
2 unconnected molecules or ions with the total composition C2H9N4O in a non-equilibrium geometry, computed with wB97M-V/def2-TZVPD.

The calculation puts the relative energy (zero: lowest compared OMol25 entry of this formula, charge and spin) at 8.930 eV. As for the HOMO energy (alpha / beta): -13.164 / -13.344 eV. The value obtained for the HOMO-LUMO gap (alpha / beta) is 7.407 / 9.228 eV. For the total energy, the calculation gives -375.3693 hartree. As for the lowest unoccupied orbital energy (alpha / beta): -5.76 / -4.12 eV.

ORCA input file:
```
! wB97M-V def2-TZVPD RIJCOSX def2/J DEFGRID3
* xyz 1 1
C -0.9045 0.8091 0.3189
C 2.4599 -0.1054 0.7968
N -1.4859 1.7904 -0.3101
N -1.0951 -0.5016 0.2491
N 1.1055 -0.8315 -0.9893
N -2.3213 -1.0655 -0.0371
O 2.2394 -0.3115 -0.5314
H 1.8715 0.8835 1.1247
H 3.4785 0.2616 0.9260
H 2.3518 -0.9724 1.5300
H -1.0708 2.7454 -0.1878
H -0.1999 -0.9360 0.0638
H 1.2777 -0.9682 -2.0458
H -2.6376 -1.8788 0.4447
H -1.9665 1.5844 -1.2195
H -3.1026 -0.5033 -0.1330
*
```

***

(2)
A molecular structure, C10H13Cl3N5OZr in a non-equilibrium geometry, computed with wB97M-V/def2-TZVPD.

The calculation puts the relative energy (zero: lowest compared OMol25 entry of this formula, charge and spin) at 5.908 eV. As for the HOMO energy: -18.749 eV. The value obtained for the HOMO-LUMO gap is 5.357 eV. For the total energy, the calculation gives -2164.3454 hartree. As for the lowest unoccupied orbital energy: -13.39 eV.

ORCA input file:
```
! wB97M-V def2-TZVPD RIJCOSX def2/J DEFGRID3
* xyz 3 1
Zr 1.7248 -1.8359 -0.3549
Cl -4.7077 -2.6247 -0.6032
C -3.0736 -2.2211 -0.2875
C -2.3441 -1.6767 -1.3132
C -0.9180 -1.3642 -1.0831
Cl 0.2887 -1.0228 -2.4167
C -0.3345 -1.6997 0.9649
O 0.9614 -1.6554 1.4027
C -1.4898 -2.2933 1.7501
Cl -1.1493 -2.7242 3.3564
C -2.6605 -2.5172 1.0966
H -2.8152 -1.4785 -2.2611
H -3.4464 -2.9758 1.6856
C 3.4363 2.6335 -0.2429
N 2.0288 2.2678 -0.1820
C 1.1121 3.3962 -0.2330
C 1.6454 1.0033 -0.2151
N 2.5169 -0.0013 -0.5285
N 0.3224 0.7132 0.0756
C -0.7171 -0.3543 0.1683
N -1.8493 0.3369 0.6006
N -0.2667 -2.4825 -0.3580
H 3.5874 3.5359 0.3505
H 3.7416 2.8583 -1.2666
H 4.0852 1.8718 0.1881
H 1.6660 4.3115 -0.0282
H 0.2973 3.3444 0.4878
H 0.6907 3.4800 -1.2368
H 3.4274 0.3558 -0.8599
H -0.1292 1.5209 0.5237
H -2.4230 0.7531 -0.1212
H -2.4157 -0.0742 1.3304
H -0.7924 -3.3807 -0.3893
*
```

***

(3)
2 unconnected molecules or ions with the total composition C3H2O2 in a non-equilibrium geometry, computed with wB97M-V/def2-TZVPD.

The calculation puts the relative energy (zero: lowest compared OMol25 entry of this formula, charge and spin) at 1.386 eV. As for the HOMO energy: -10.522 eV. The value obtained for the HOMO-LUMO gap is 11.267 eV. For the total energy, the calculation gives -265.9003 hartree. As for the lowest unoccupied orbital energy: 0.74 eV.

ORCA input file:
```
! wB97M-V def2-TZVPD RIJCOSX def2/J DEFGRID3
* xyz 0 1
C -1.0463 -0.6661 -0.5445
C 0.1195 -1.2654 -0.6176
C 0.5617 1.2171 0.7468
O 0.4555 0.5525 1.6840
O 0.6538 1.9345 -0.1414
H -1.8330 -0.1851 -0.5080
H 1.0888 -1.5875 -0.6194
*
```

***

(4)
A molecular structure, C19H24Cl24N3PS2 in a non-equilibrium geometry, computed with wB97M-V/def2-TZVPD.

As for the HOMO energy: -8.423 eV. The value obtained for the HOMO-LUMO gap is 6.574 eV. For the total energy, the calculation gives -13084.4962 hartree. As for the lowest unoccupied orbital energy: -1.85 eV.

ORCA input file:
```
! wB97M-V def2-TZVPD RIJCOSX def2/J DEFGRID3
* xyz 0 1
N 3.6076 -0.8866 1.3555
C 3.1099 0.4550 0.7793
C 2.1078 1.2327 1.8693
C 2.0949 2.8618 1.6868
C 0.9636 3.4371 0.6488
C 0.5591 2.4192 -0.5727
C -0.6774 1.3667 -0.1761
C -1.9081 1.8318 0.8231
C -3.0646 0.7356 1.2126
P -4.4499 1.2908 2.4181
S -6.0008 0.1647 2.0825
C -3.0077 -0.8048 0.6092
C -1.7754 -1.2398 -0.3852
N -1.4218 -2.5448 -1.0640
S 0.0676 -2.3403 -2.0167
N 0.5486 -0.6563 -1.7235
C -0.5668 -0.1736 -0.8166
H 2.8794 -1.5798 1.0080
H 3.5388 -0.8783 2.3967
H 2.5721 0.1881 -0.2258
H 4.0377 1.1687 0.6525
H 2.6127 1.0223 2.9305
H 1.0407 0.7358 1.9300
H 3.1980 3.2627 1.4694
H 1.8206 3.3124 2.7577
H 1.4485 4.3969 0.1303
H -0.0104 3.8588 1.1953
H 0.0953 3.1048 -1.4327
H 1.4737 1.8696 -1.0754
H -1.9820 2.9108 1.2871
H -4.7183 2.7112 2.4080
H -3.9524 0.9874 3.7630
H -3.8003 -1.6226 0.8939
C 1.6502 5.9411 -3.0814
Cl 2.8146 4.7095 -2.5646
Cl 0.2277 5.1827 -3.8165
Cl 1.1741 6.9605 -1.7125
H 2.1294 6.5746 -3.8322
C 2.1956 -5.4468 -0.3093
Cl 0.7349 -4.4561 -0.4648
Cl 2.2581 -6.6684 -1.5913
Cl 3.6452 -4.4285 -0.3492
H 2.1622 -5.9608 0.6547
C -9.3077 -1.9846 2.8713
Cl -8.1858 -3.2163 3.4744
Cl -9.3317 -0.5818 3.9534
Cl -8.8674 -1.4940 1.2265
H -10.3114 -2.4164 2.8448
C -0.6393 3.0810 5.3149
Cl 1.1262 3.2249 5.2724
Cl -1.3685 4.5593 5.9646
Cl -1.2742 2.7330 3.6976
H -0.9013 2.2493 5.9740
C 5.4590 3.3869 -5.1873
Cl 3.8772 2.6159 -5.3950
Cl 5.3143 5.1481 -5.3159
Cl 6.1724 2.9335 -3.6300
H 6.1201 3.0366 -5.9840
C -9.0150 1.5850 -0.9343
Cl -10.4758 2.5758 -1.0898
Cl -8.9525 0.3635 -2.2162
Cl -7.5655 2.6033 -0.9742
H -9.0484 1.0711 0.0298
C 7.6207 -3.8174 0.3966
Cl 6.1599 -2.8267 0.2411
Cl 7.6832 -5.0389 -0.8853
Cl 9.0702 -2.7991 0.3567
H 7.5873 -4.3313 1.3607
C 1.9509 -9.4742 -4.1271
Cl 1.4688 -11.1148 -3.6628
Cl 3.3843 -9.5180 -5.1676
Cl 0.6162 -8.6406 -4.9415
H 2.2011 -8.9189 -3.2194
*
```